No. 1
{
  "formula": "C11H20Br4O5",
  "method": "ωB97M-V/def2-TZVPD",
  "symbols": ["C", "O", "C", "C", "C", "O", "C", "O", "O", "C", "C", "O", "H", "H", "H", "H", "H", "H", "H", "H", "H", "H", "H", "H", "Br", "C", "C", "Br", "H", "H", "H", "H", "Br", "C", "C", "Br", "H", "H", "H", "H"],
  "xyz": [[-0.013, 2.884, 1.439], [-1.418, 2.855, 1.605], [-1.916, 1.527, 1.682], [-2.129, 0.836, 0.308], [-0.995, -0.118, -0.134], [-0.845, -1.179, 0.829], [0.440, -1.557, 1.063], [0.692, -2.692, 1.035], [1.354, -0.607, 1.380], [2.481, -0.602, 0.467], [2.663, 0.774, -0.337], [3.498, 0.902, -1.213], [0.313, 3.933, 1.358], [0.533, 2.377, 2.256], [0.218, 2.396, 0.471], [-2.917, 1.616, 2.141], [-1.333, 0.892, 2.378], [-3.027, 0.202, 0.423], [-2.320, 1.560, -0.499], [-0.066, 0.423, -0.369], [-1.313, -0.600, -1.080], [2.462, -1.439, -0.229], [3.440, -0.754, 1.107], [2.077, 1.684, -0.115], [5.445, -4.043, 1.580], [5.757, -3.734, -0.317], [6.135, -2.301, -0.582], [4.571, -1.122, -0.505], [4.855, -4.041, -0.839], [6.573, -4.404, -0.585], [6.529, -2.191, -1.592], [6.859, -1.911, 0.128], [-5.774, -0.812, -0.466], [-6.613, 0.503, -1.628], [-5.657, 1.613, -1.980], [-5.438, 2.861, -0.502], [-7.505, 0.854, -1.117], [-6.903, -0.048, -2.521], [-6.049, 2.210, -2.802], [-4.665, 1.252, -2.238]],
  "total_charge": 0,
  "relative_energy_kcal_mol": 25.8,
  "gap_ev": 9.865,
  "lumo_ev": 0.4148
}

---

No. 2
{
  "formula": "C63H70BIO18PS",
  "method": "ωB97M-V/def2-TZVPD",
  "symbols": ["C", "C", "C", "C", "C", "C", "B", "C", "C", "O", "C", "O", "O", "C", "C", "C", "C", "C", "C", "C", "P", "S", "C", "C", "C", "I", "C", "C", "O", "H", "H", "H", "H", "H", "H", "H", "H", "H", "H", "H", "H", "H", "H", "H", "H", "H", "H", "H", "H", "H", "H", "H", "H", "H", "H", "H", "H", "H", "H", "H", "H", "H", "H", "H", "H", "H", "H", "H", "H", "H", "H", "C", "C", "C", "O", "C", "C", "C", "O", "H", "H", "H", "H", "C", "C", "C", "O", "C", "C", "C", "O", "H", "H", "H", "H", "C", "C", "C", "O", "C", "C", "C", "O", "H", "H", "H", "H", "C", "C", "C", "O", "C", "C", "C", "O", "H", "H", "H", "H", "C", "C", "C", "O", "C", "C", "C", "O", "H", "H", "H", "H", "C", "C", "C", "O", "C", "C", "C", "O", "H", "H", "H", "H", "C", "C", "C", "O", "C", "C", "C", "O", "H", "H", "H", "H"],
  "xyz": [[-5.311, -2.153, 0.009], [-4.404, -3.496, 0.136], [-3.066, -3.270, 0.984], [-3.295, -2.803, 2.497], [-2.795, -1.317, 2.837], [-1.353, -0.930, 2.249], [-1.331, 0.390, 1.255], [-2.613, 0.687, 0.276], [-2.308, 0.489, -1.288], [-2.343, -0.932, -1.603], [-1.110, -1.406, -2.089], [-1.158, -2.226, -3.047], [-0.093, 0.285, 0.420], [0.920, 1.244, 0.807], [1.928, 1.781, -0.318], [1.313, 1.768, -1.814], [0.510, 3.095, -2.200], [-0.159, 2.896, -3.664], [-1.220, 4.089, -3.981], [-2.712, 3.470, -4.082], [2.088, 0.090, 1.828], [2.423, -1.583, 0.818], [0.212, 2.286, 1.839], [1.253, 2.693, 2.983], [-0.508, 3.606, 1.279], [0.841, 5.226, 0.712], [-1.467, 4.204, 2.456], [-3.015, 4.251, 2.046], [-0.928, 1.475, 2.212], [-4.710, -1.392, -0.611], [-5.616, -1.760, 1.030], [-6.217, -2.421, -0.653], [-5.012, -4.405, 0.451], [-4.061, -3.709, -0.947], [-2.546, -4.299, 1.037], [-2.384, -2.603, 0.368], [-2.876, -3.533, 3.280], [-4.437, -2.808, 2.677], [-2.697, -1.270, 3.988], [-3.625, -0.565, 2.584], [-0.618, -0.715, 3.111], [-0.854, -1.784, 1.649], [-2.882, 1.804, 0.406], [-3.550, 0.082, 0.502], [-3.204, 0.961, -1.845], [-1.387, 1.042, -1.657], [-0.085, -1.160, -1.663], [2.801, 1.026, -0.355], [2.424, 2.785, -0.054], [0.745, 0.802, -2.039], [2.234, 1.744, -2.510], [-0.358, 3.314, -1.497], [1.181, 4.021, -2.191], [0.625, 2.788, -4.488], [-0.775, 1.931, -3.650], [-1.154, 4.934, -3.206], [-0.964, 4.497, -5.012], [-2.732, 2.812, -5.017], [-3.510, 4.288, -4.240], [-3.001, 2.858, -3.169], [1.505, -0.225, 3.100], [3.374, 0.696, 1.994], [1.010, 3.702, 3.483], [1.296, 1.941, 3.853], [2.290, 2.849, 2.504], [-1.228, 3.271, 0.456], [-1.287, 3.657, 3.452], [-1.152, 5.294, 2.661], [-3.110, 4.526, 0.940], [-3.528, 3.278, 2.328], [-3.478, 5.129, 2.632], [-4.806, -6.906, -4.323], [-4.577, -7.026, -3.015], [-5.577, -6.592, -2.018], [-5.368, -6.699, -0.825], [-6.843, -6.020, -2.526], [-7.073, -5.900, -3.834], [-6.071, -6.334, -4.831], [-6.281, -6.226, -6.026], [-4.080, -7.219, -5.068], [-3.656, -7.443, -2.626], [-7.565, -5.708, -1.782], [-7.994, -5.483, -4.223], [-1.150, -9.482, -6.919], [-0.255, -9.353, -7.899], [0.011, -8.041, -8.527], [0.825, -7.924, -9.423], [-0.752, -6.878, -8.026], [-1.647, -7.007, -7.046], [-1.912, -8.319, -6.418], [-2.728, -8.437, -5.521], [-1.358, -10.434, -6.448], [0.312, -10.195, -8.277], [-0.544, -5.926, -8.497], [-2.214, -6.165, -6.667], [6.937, -0.458, 4.296], [7.903, -1.377, 4.310], [7.852, -2.558, 3.420], [8.733, -3.398, 3.435], [6.689, -2.679, 2.515], [5.722, -1.760, 2.501], [5.775, -0.580, 3.390], [4.894, 0.261, 3.377], [6.959, 0.412, 4.940], [8.762, -1.303, 4.966], [6.668, -3.549, 1.871], [4.861, -1.833, 1.843], [6.286, 1.907, 8.192], [5.428, 2.528, 9.001], [5.153, 3.975, 8.860], [4.372, 4.544, 9.598], [5.863, 4.703, 7.786], [6.721, 4.080, 6.978], [6.997, 2.635, 7.120], [7.779, 2.065, 6.380], [6.502, 0.850, 8.281], [4.897, 2.007, 9.794], [5.649, 5.761, 7.697], [7.250, 4.598, 6.188], [-7.143, 4.294, -6.480], [-6.765, 4.300, -7.758], [-5.891, 3.240, -8.304], [-5.544, 3.246, -9.471], [-5.454, 2.172, -7.379], [-5.833, 2.166, -6.100], [-6.707, 3.227, -5.554], [-7.054, 3.222, -4.389], [-7.782, 5.063, -6.063], [-7.076, 5.074, -8.449], [-4.816, 1.404, -7.796], [-5.521, 1.393, -5.409], [5.117, 6.073, -5.036], [4.916, 4.932, -4.376], [4.018, 4.873, -3.203], [3.836, 3.833, -2.600], [3.350, 6.127, -2.791], [3.552, 7.268, -3.451], [4.451, 7.327, -4.624], [4.634, 8.368, -5.228], [5.772, 6.135, -5.896], [5.396, 4.005, -4.665], [2.695, 6.066, -1.930], [3.073, 8.195, -3.163], [4.360, -1.144, 8.824], [3.882, -2.293, 8.345], [3.209, -3.270, 9.227], [2.775, -4.319, 8.793], [3.086, -2.924, 10.659], [3.564, -1.775, 11.138], [4.237, -0.798, 10.257], [4.672, 0.254, 10.698], [4.855, -0.419, 8.193], [3.963, -2.562, 7.299], [2.590, -3.650, 11.290], [3.482, -1.507, 12.184]],
  "total_charge": -1,
  "gap_ev": 4.624,
  "lumo_ev": -0.6437
}

---

No. 3
{
  "formula": "C29H35BO3",
  "method": "ωB97M-V/def2-TZVPD",
  "symbols": ["C", "C", "C", "O", "B", "C", "C", "C", "C", "C", "C", "C", "C", "C", "O", "C", "C", "C", "H", "H", "H", "H", "H", "H", "H", "H", "H", "H", "H", "H", "H", "H", "H", "H", "H", "H", "H", "H", "H", "H", "C", "O", "C", "C", "C", "C", "C", "C", "C", "C", "C", "C", "C", "C", "C", "H", "H", "H", "H", "H", "H", "H", "H", "H", "H", "H", "H", "H"],
  "xyz": [[-1.980, -1.505, -1.958], [-0.779, -2.423, -2.165], [-1.078, -3.383, -3.309], [0.336, -1.622, -2.472], [1.012, -1.344, -1.209], [2.558, -1.996, -1.471], [3.295, -2.447, -0.374], [4.511, -3.133, -0.540], [5.017, -3.393, -1.816], [4.279, -2.952, -2.924], [3.054, -2.275, -2.743], [0.879, 0.326, -0.896], [1.400, 1.132, -2.033], [0.515, 0.902, 0.322], [0.454, -2.166, -0.145], [-0.341, -3.147, -0.785], [-1.502, -3.506, 0.126], [0.468, -4.414, -1.048], [-2.889, -2.088, -1.769], [-1.804, -0.815, -1.123], [-2.124, -0.909, -2.867], [-1.942, -4.008, -3.050], [-1.332, -2.813, -4.210], [-0.232, -4.039, -3.533], [2.929, -2.271, 0.635], [5.065, -3.459, 0.345], [5.968, -3.916, -1.948], [4.657, -3.133, -3.932], [2.517, -1.971, -3.646], [1.342, 0.544, -2.959], [0.804, 2.051, -2.197], [2.478, 1.382, -1.922], [1.616, 1.335, 0.905], [-0.171, 0.208, 0.943], [-2.168, -4.221, -0.371], [-1.109, -3.980, 1.034], [-2.065, -2.613, 0.411], [-0.185, -5.221, -1.407], [1.268, -4.254, -1.779], [0.925, -4.750, -0.111], [-6.126, 2.277, 2.213], [-5.382, 2.645, 1.032], [-4.024, 2.577, 1.073], [-3.320, 3.020, -0.067], [-1.950, 2.973, -0.087], [-1.229, 2.396, 0.972], [0.281, 2.440, 0.917], [0.991, 3.244, 2.090], [2.381, 3.384, 1.989], [3.112, 3.918, 3.052], [2.463, 4.395, 4.195], [1.075, 4.401, 4.218], [0.323, 3.893, 3.153], [-1.905, 2.072, 2.143], [-3.290, 2.116, 2.184], [-7.169, 2.351, 1.884], [-5.916, 1.249, 2.544], [-5.923, 2.992, 3.016], [-3.893, 3.384, -0.920], [-1.432, 3.413, -0.954], [0.501, 2.950, -0.034], [2.906, 3.052, 1.087], [4.187, 3.946, 2.957], [3.044, 4.844, 4.996], [0.542, 4.819, 5.065], [-0.761, 3.947, 3.140], [-1.341, 1.831, 3.050], [-3.789, 1.761, 3.084]],
  "total_charge": 0,
  "relative_energy_kcal_mol": 65.6,
  "gap_ev": 6.689,
  "lumo_ev": -1.1822
}